Record 1
This record from OMol25 describes CH3NO2S in the gas phase. The level of theory is wB97M-V/def2-TZVPD.

CARTESIAN COORDINATES (ANGSTROEM)
O 0.82 -0.44 1.20
N 0.10 -0.38 0.07
O 0.09 -1.24 -0.90
C -0.60 0.86 -0.32
S -0.34 2.14 0.83
H 0.80 0.58 1.40
H -0.08 -2.29 -0.94
H -0.79 0.78 -1.34

LUMO (spin up / spin down): -0.1 / -0.1 eV
SMILES string: ON(O)C=S
2S+1: 1
Kohn-Sham gap (spin up / spin down): 0.3042 / 0.3042 Eh


Record 2
This record from OMol25 describes CH3NO2S in the gas phase. The level of theory is wB97M-V/def2-TZVPD.

CARTESIAN COORDINATES (ANGSTROEM)
O 1.98 2.19 -0.71
C 1.12 1.45 -0.36
O 0.49 0.64 -1.22
N -0.52 -0.43 -0.61
S -1.34 0.11 0.78
H 0.53 1.35 0.69
H -0.01 -1.33 -0.28
H -2.25 0.88 0.08

LUMO: 0.1 eV
SMILES string: O=CONS
2S+1: 1
Kohn-Sham gap: 0.3567 Eh


How do the records compare in calculated total energy? In the order shown, they have -643.13184, -643.21568 a.u..
How do the records compare in relative energy (zero: lowest compared OMol25 entry of this formula, charge and spin)? In the order shown, they have 4.961, 2.680 eV.
How do the records compare in maximum force? In the order shown, they have 0.1468, 0.0540 Eh/bohr.